# 1
ORCA calculation (wB97M-V/def2-TZVPD) on a molecular structure, C29H20BrF3N5O7S2V in a non-equilibrium geometry.

Structure (XYZ):
```
68
Properties=species:S:1:pos:R:3:forces:R:3
H -5.02836 6.90500 -2.88176 -0.006 0.009 -0.162
C -1.72397 1.32171 -0.47998 -0.649 1.148 -0.828
H -5.63215 8.36204 -0.98005 -0.036 0.014 0.004
H 0.56099 -2.10495 -1.84248 -0.035 -0.034 0.024
H -0.41110 -4.32119 -2.35785 0.020 0.017 -0.153
C -1.11405 -2.53049 0.90889 -0.316 -0.285 0.197
C -0.74601 1.60140 -1.47557 -0.702 0.421 -0.126
C 1.25019 1.95763 -3.23163 -0.335 0.415 -0.314
O 0.19733 -0.65485 4.65497 0.350 -0.108 -0.192
C 1.56627 3.74690 5.65124 -0.088 -0.131 0.035
C -2.90841 2.07881 -0.47700 0.780 -0.949 0.557
C 3.63345 0.48489 1.17680 0.377 0.560 -0.090
C 1.96247 4.32162 4.45109 0.000 0.026 -0.077
C -0.89738 2.62706 -2.42944 -0.372 0.039 0.571
H -3.67373 1.86317 0.25012 -0.106 -0.074 0.090
O 3.71166 -2.15362 1.07511 -0.236 0.073 -0.007
C 0.15541 2.79133 -3.34112 0.448 -0.352 0.056
N -0.13455 0.59457 2.44083 -0.222 -0.294 1.113
N -2.21915 4.45100 -3.21992 0.070 0.359 -1.829
H -2.10106 7.11829 1.08951 0.043 0.004 0.052
F 3.28877 1.08971 2.31658 0.049 -0.288 -0.029
C 0.92953 2.53708 3.26207 0.199 0.353 0.339
H -2.35357 -5.86746 -1.83374 -0.034 -0.038 -0.028
O 1.00242 1.78809 0.96651 0.133 -0.011 -0.614
C -3.03798 3.13048 -1.35409 0.612 0.560 -0.980
H -3.93853 3.72723 -1.32758 -0.037 0.039 0.020
H -1.44140 -6.58793 -0.51165 0.030 -0.032 0.013
Br -4.34413 8.96146 1.61356 0.048 -0.139 -0.177
C 1.31005 0.97529 -2.24070 0.039 -0.247 0.104
F 4.95724 0.32915 1.19420 -0.229 -0.401 0.005
C -0.63929 -3.83631 -1.42216 -0.060 0.102 0.174
S 2.71576 -1.14529 0.94587 3.722 -0.703 0.268
C -0.09564 -2.59837 -1.13711 0.069 -0.295 -0.372
N -2.87470 5.49276 -3.10606 0.406 0.206 -1.541
C 0.59170 1.63852 2.13737 -0.189 0.877 0.917
F 3.35419 1.30644 0.15555 0.250 -0.178 0.072
C 0.50666 1.99367 4.46396 -0.053 -0.195 -0.703
C -3.90408 7.80877 0.16248 -0.133 0.131 0.090
H -1.28718 -1.96402 1.81930 -0.007 -0.122 -0.039
C 0.81629 2.57380 5.67065 -0.035 -0.046 0.194
H 2.08160 2.06378 -3.91065 0.072 -0.041 -0.047
H 2.53438 5.23927 4.45862 0.008 0.020 0.026
H 0.50398 2.11640 6.59680 -0.019 0.019 0.113
C -4.74040 7.75406 -0.94438 0.095 0.132 0.355
H -1.52358 5.62246 -0.77488 0.095 -0.067 -0.004
C 1.65015 3.72254 3.23904 -0.145 -0.220 -0.014
N -0.33196 -1.94961 0.00174 -0.428 -1.316 -0.218
C -2.11589 -5.77301 -0.77635 0.017 -0.060 0.036
N 0.32705 0.78792 -1.37359 0.742 0.573 -1.635
C -2.42723 6.21015 -0.81869 -0.164 -0.035 -0.394
C -3.25214 6.13946 -1.95393 -0.484 0.520 1.750
C -1.47678 -4.45323 -0.49596 0.161 0.432 0.119
C -2.74455 7.05047 0.22562 -0.160 0.152 0.116
H 1.85201 4.21205 6.58348 -0.032 0.028 0.060
O 1.65056 -1.12400 1.91445 -0.883 0.166 0.213
O -1.39391 0.37224 0.31378 -1.806 -0.375 0.308
C -2.05934 3.45821 -2.31146 -0.392 -1.137 1.996
H 1.96249 4.16171 2.30445 0.069 -0.039 -0.126
V 0.39160 -0.13307 0.42327 0.311 0.496 1.172
H 0.09934 3.55632 -4.10035 0.000 0.073 -0.040
O 2.16142 -0.97354 -0.39662 -0.663 0.275 -0.529
H -3.02567 -5.88706 -0.19289 -0.065 -0.065 -0.003
H 2.17541 0.33010 -2.15013 -0.089 0.118 0.008
C -4.40180 6.94203 -2.00484 0.323 -0.457 -0.038
S -0.41164 0.50144 4.07596 -0.436 0.139 0.325
H -2.30799 -4.20693 1.47041 -0.103 0.024 0.087
C -1.69163 -3.77117 0.69978 0.070 0.046 -0.032
O -1.80589 0.69919 4.35664 0.146 0.166 -0.239
```
Forces are in eV/Å.

Output
Electronic energy in Ha: -6531.64214
2S+1: 3
HOMO-LUMO gap (alpha / beta) in eV: 6.53 / 6.39
Energy relative to the best compared isomer or geometry (same formula, charge and spin) in eV: 1.512
<S²>: 2.02


# 2
ORCA calculation (wB97M-V/def2-TZVPD) on a single C3H4N2O molecule in a non-equilibrium geometry.

Structure (XYZ):
```
10
Properties=species:S:1:pos:R:3:forces:R:3
C -0.57092 0.00684 0.27300 -1.770 0.572 0.419
N -1.78219 -0.30961 0.58165 0.556 0.798 0.152
H 1.33937 -3.04727 -0.72693 -0.152 1.016 0.450
C 0.94886 -2.08944 -0.37126 -1.836 2.274 0.845
H -0.79624 2.04442 0.05395 1.004 -0.393 -0.493
O 1.08666 1.35907 -0.62442 -0.093 0.902 0.515
N -0.07106 1.32710 0.20486 0.516 -1.344 0.303
C 0.33375 -1.07925 -0.00243 2.082 -3.248 -1.464
H -2.39114 0.51219 0.78578 0.692 -0.557 -0.334
H 1.85732 1.46681 -0.01885 -1.000 -0.020 -0.391
```
Forces are in eV/Å.

Output
Electronic energy in Ha: -301.31586
HOMO-LUMO gap in eV: 10.26
Energy relative to the best compared isomer or geometry (same formula, charge and spin) in eV: 4.663
SMILES string: [H]/N=C(/C#C)NO


Please write out number 2 again, unchanged.
ORCA calculation (wB97M-V/def2-TZVPD) on a single C3H4N2O molecule in a non-equilibrium geometry.

Structure (XYZ):
```
10
Properties=species:S:1:pos:R:3:forces:R:3
C -0.57092 0.00684 0.27300 -1.770 0.572 0.419
N -1.78219 -0.30961 0.58165 0.556 0.798 0.152
H 1.33937 -3.04727 -0.72693 -0.152 1.016 0.450
C 0.94886 -2.08944 -0.37126 -1.836 2.274 0.845
H -0.79624 2.04442 0.05395 1.004 -0.393 -0.493
O 1.08666 1.35907 -0.62442 -0.093 0.902 0.515
N -0.07106 1.32710 0.20486 0.516 -1.344 0.303
C 0.33375 -1.07925 -0.00243 2.082 -3.248 -1.464
H -2.39114 0.51219 0.78578 0.692 -0.557 -0.334
H 1.85732 1.46681 -0.01885 -1.000 -0.020 -0.391
```
Forces are in eV/Å.

Output
Electronic energy in Ha: -301.31586
HOMO-LUMO gap in eV: 10.26
Energy relative to the best compared isomer or geometry (same formula, charge and spin) in eV: 4.663
SMILES string: [H]/N=C(/C#C)NO


Look up the energy relative to the best compared isomer or geometry (same formula, charge and spin) of the first one. 1.512 eV


Repeat the second record exactly.
ORCA calculation (wB97M-V/def2-TZVPD) on a single C3H4N2O molecule in a non-equilibrium geometry.

Structure (XYZ):
```
10
Properties=species:S:1:pos:R:3:forces:R:3
C -0.57092 0.00684 0.27300 -1.770 0.572 0.419
N -1.78219 -0.30961 0.58165 0.556 0.798 0.152
H 1.33937 -3.04727 -0.72693 -0.152 1.016 0.450
C 0.94886 -2.08944 -0.37126 -1.836 2.274 0.845
H -0.79624 2.04442 0.05395 1.004 -0.393 -0.493
O 1.08666 1.35907 -0.62442 -0.093 0.902 0.515
N -0.07106 1.32710 0.20486 0.516 -1.344 0.303
C 0.33375 -1.07925 -0.00243 2.082 -3.248 -1.464
H -2.39114 0.51219 0.78578 0.692 -0.557 -0.334
H 1.85732 1.46681 -0.01885 -1.000 -0.020 -0.391
```
Forces are in eV/Å.

Output
Electronic energy in Ha: -301.31586
HOMO-LUMO gap in eV: 10.26
Energy relative to the best compared isomer or geometry (same formula, charge and spin) in eV: 4.663
SMILES string: [H]/N=C(/C#C)NO